(1)
Here is a gas-phase ion, C6H13N2O2 (charge +1) from the OMol25 dataset. Energies are from the ωB97M-V functional and the def2-TZVPD basis.

Calculated values
M = 145.2 g mol⁻¹
E_HOMO = -13.745 eV
Charge = +1
HOMO-LUMO gap = 0.3346 Eh
Energy relative to the best compared isomer or geometry (same formula, charge and spin) = 3.0554 eV

Geometry as XYZ:
```
23
Properties=species:S:1:pos:R:3:nbo_charge:R:1
C -1.4624 1.0342 -0.1169 0.500
C 0.2008 -0.5543 0.4069 0.297
C 1.3302 -0.2594 -0.5395 0.753
C -2.3180 2.1047 0.5739 -0.692
C 0.9901 -1.0397 1.6789 -0.639
C 1.7143 -1.2680 -1.5641 -0.709
N -0.4920 0.6110 0.7927 -0.624
N -1.4589 0.4689 -1.2783 -0.790
O -0.4387 -1.6370 -0.0464 -0.703
O 1.9736 0.8251 -0.4635 -0.542
H -3.3432 1.8764 0.3445 0.247
H -2.2031 3.1785 0.1700 0.263
H -2.1609 2.1053 1.6395 0.230
H 0.3511 -1.5348 2.3975 0.263
H 1.5705 -0.3356 2.3327 0.247
H 1.6706 -1.7651 1.5051 0.232
H 1.7037 -2.2013 -1.2422 0.273
H 2.5832 -1.0460 -1.9743 0.221
H 0.8331 -1.2180 -2.3975 0.307
H -0.6383 0.5379 1.7625 0.412
H -2.1322 0.7546 -1.9652 0.386
H -0.9853 -1.5853 -0.8325 0.528
H 2.7116 0.9480 -1.1836 0.538
```

(2)
Here is a molecular structure, C20H30BrI2N2O2SiTi from the OMol25 dataset. Energies are from the ωB97M-V functional and the def2-TZVPD basis.

Calculated values
M = 740.1 g mol⁻¹
<S²> = 0.777
Multiplicity = 2
E_HOMO (spin up / spin down) = -14.000 / -13.868 eV
Charge = +2
HOMO-LUMO gap (spin up / spin down) = 0.2491 / 0.2380 Eh

Geometry as XYZ:
```
59
Properties=species:S:1:pos:R:3:lowdin_spin:R:1
Ti -0.0526 0.1573 -0.6295 0.966
Br -3.5827 3.9440 4.8539 0.000
C -2.4394 3.2761 3.5293 0.000
C -2.8299 3.3298 2.1953 0.001
C -1.9923 2.8258 1.2145 0.000
C -0.7663 2.2903 1.5778 0.004
C -0.3677 2.2421 2.9051 0.000
C -1.2122 2.7353 3.8889 0.000
N 0.0908 1.7748 0.5398 -0.002
C 1.2706 2.2686 0.4221 0.046
C 2.0334 1.9773 -0.7980 0.004
C 3.2035 2.6380 -1.1009 0.013
C 3.6741 2.5919 -2.4098 0.005
C 2.9443 1.9006 -3.3578 0.008
C 1.8157 1.1998 -2.9596 0.012
N 1.3743 1.2027 -1.6998 0.012
H -3.7806 3.7697 1.9284 0.000
H -2.2808 2.8761 0.1717 0.000
H 0.5837 1.8014 3.1793 0.000
H -0.9186 2.6980 4.9284 0.000
H 1.6278 3.0127 1.1313 0.001
H 3.7078 3.2179 -0.3393 0.001
H 4.5794 3.1164 -2.6843 0.000
H 3.2484 1.8791 -4.3944 0.000
H 1.2418 0.6155 -3.6653 0.001
I 0.3479 -2.1472 -2.8707 0.003
C 2.1855 -2.2248 -3.9544 0.000
I 3.9414 -2.1401 -2.7885 0.000
H 2.1887 -1.4199 -4.6787 0.000
H 2.1574 -3.1895 -4.4466 0.000
C -2.6634 -0.3857 1.0191 0.002
O -2.0118 -0.0576 -0.2454 0.006
C -2.8409 -0.3522 -1.3996 0.003
C -3.1529 -1.8355 -1.4751 0.000
O -1.9729 -2.5324 -1.1435 0.003
C -2.1662 -3.9518 -1.1135 0.000
H -3.6996 -0.0589 0.9554 0.000
H -2.1481 0.1626 1.7995 0.000
H -2.5917 -1.4579 1.1772 0.000
H -2.2740 -0.0168 -2.2742 0.001
H -3.7521 0.2427 -1.3309 0.000
H -3.4829 -2.0733 -2.4930 0.000
H -3.9654 -2.1023 -0.7910 0.000
H -2.9292 -4.2112 -0.3767 0.000
H -1.2180 -4.3998 -0.8295 0.000
H -2.4669 -4.3202 -2.0967 0.000
C 2.7952 -0.2907 1.6478 -0.009
Si 1.2687 -1.2423 1.1030 -0.054
C 0.1735 -1.5321 2.5932 -0.009
C 1.8496 -2.8932 0.4584 -0.011
H 3.3364 -0.9046 2.3733 -0.002
H 2.5742 0.6587 2.1410 0.001
H 3.4763 -0.1028 0.8146 0.000
H 0.7946 -1.9965 3.3647 -0.002
H -0.6421 -2.2244 2.3782 0.000
H -0.2465 -0.6192 3.0194 0.000
H 2.2890 -3.4396 1.2985 -0.002
H 2.6210 -2.7726 -0.3040 0.000
H 1.0528 -3.5096 0.0417 0.000
```

(3)
Here is a molecular structure, IO2V from the OMol25 dataset. Energies are from the ωB97M-V functional and the def2-TZVPD basis.

Calculated values
M = 209.8 g mol⁻¹
E_HOMO = -9.279 eV
HOMO-LUMO gap = 0.2415 Eh
Energy relative to the best compared isomer or geometry (same formula, charge and spin) = 0.8112 eV

Geometry as XYZ:
```
4
Properties=species:S:1:pos:R:3:mulliken_charge:R:1
O 1.8188 0.5106 0.3299 -0.600
V 0.4793 0.0312 -0.3752 1.293
O 0.0779 -1.2189 0.4657 -0.456
I -2.3761 0.6771 -0.4205 -0.237
```

(4)
Here is 5 unconnected molecules or ions with the total composition C13H38N4O7 from the OMol25 dataset. Energies are from the ωB97M-V functional and the def2-TZVPD basis.

Calculated values
M = 362.5 g mol⁻¹
E_HOMO = -8.460 eV
HOMO-LUMO gap = 0.3251 Eh
Energy relative to the best compared isomer or geometry (same formula, charge and spin) = 0.0000 eV
SMILES = COCCNCCOC.COCCNCCOC.NC(N)=O.O.O

Geometry as XYZ:
```
62
Properties=species:S:1:pos:R:3:nbo_charge:R:1
C 3.8103 -0.3659 -1.1290 -0.269
O 4.7161 -1.2470 -0.3965 -0.547
C 5.6634 -2.0957 -1.0274 -0.054
C 6.5326 -1.4877 -2.0326 -0.241
N 7.4792 -2.3927 -2.6092 -0.647
C 8.6186 -2.9517 -1.7518 -0.230
C 9.5136 -3.9734 -2.4842 -0.054
O 9.7300 -3.5105 -3.7718 -0.542
C 10.7333 -4.1574 -4.4394 -0.253
H 3.4111 -0.5787 -2.1207 0.176
H 4.1995 0.6446 -1.2528 0.172
H 2.9385 -0.2183 -0.4916 0.192
H 5.0713 -2.8040 -1.6069 0.155
H 6.1609 -2.7170 -0.2827 0.188
H 6.9575 -0.6008 -1.5627 0.152
H 5.9139 -1.0640 -2.8236 0.197
H 7.8199 -2.1568 -3.5303 0.386
H 8.2638 -3.5135 -0.8878 0.194
H 9.2569 -2.1171 -1.4615 0.172
H 9.1078 -4.9850 -2.4903 0.161
H 10.4652 -4.0227 -1.9549 0.164
H 10.2217 -4.9077 -5.0422 0.168
H 11.5682 -4.6254 -3.9178 0.174
H 11.1299 -3.4749 -5.1910 0.187
C -6.0816 -3.5643 3.1386 -0.247
O -4.7488 -3.1892 3.3162 -0.543
C -4.3561 -1.8654 3.2986 -0.061
C -4.7296 -1.0138 4.5812 -0.246
N -3.9015 0.2083 4.6471 -0.664
C -4.5368 1.2920 3.8570 -0.241
C -3.7737 2.6290 3.8817 -0.077
O -3.7953 3.2932 2.6448 -0.530
C -5.0110 3.9683 2.4930 -0.253
H -6.3575 -3.7731 2.1050 0.169
H -6.7703 -2.8734 3.6250 0.164
H -6.1865 -4.5290 3.6351 0.190
H -4.7347 -1.3847 2.3966 0.148
H -3.2680 -1.8604 3.2350 0.181
H -4.4631 -1.6620 5.4160 0.199
H -5.8044 -0.8345 4.6114 0.192
H -2.8953 0.1864 4.7318 0.385
H -5.5449 1.3984 4.2578 0.181
H -4.6677 0.9119 2.8439 0.171
H -2.7100 2.5149 4.0903 0.188
H -4.1451 3.2528 4.6948 0.170
H -4.9458 4.5532 1.5755 0.193
H -5.0373 4.6833 3.3153 0.168
H -5.8907 3.3253 2.5210 0.164
N -6.6586 3.6252 -1.7161 -0.839
C -6.4535 3.9784 -2.9750 0.750
N -7.4611 3.5909 -3.7072 -0.830
O -5.4297 4.4856 -3.3920 -0.651
H -7.4695 3.1461 -1.3514 0.385
H -5.9874 3.9780 -1.0489 0.401
H -8.3094 3.1295 -3.4115 0.384
H -7.3717 3.5721 -4.7131 0.399
O -1.7674 2.4760 -0.7948 -0.941
H -2.1204 2.2786 0.0728 0.472
H -1.7321 1.6283 -1.2381 0.468
O -1.5243 6.2879 -2.1025 -0.939
H -1.5780 5.5989 -1.4403 0.473
H -1.0642 5.8803 -2.8362 0.466
```